[1]
Below is C11H14N2O2 in the gas phase at a distorted geometry, with properties calculated with ωB97M-V/def2-TZVPD.

Atoms and positions in Å:
C (-0.54716, -2.29970, -0.00018)
C (-1.75343, -1.74626, -0.26824)
C (4.95793, 0.22780, -0.31130)
C (0.80422, -1.79413, -0.10319)
C (4.21829, 1.36452, -0.58997)
C (-2.00093, -0.40968, -0.80670)
C (3.95576, -0.78121, 0.02734)
C (-1.36623, 0.01167, -1.95687)
C (1.36068, -0.52790, 0.01978)
C (-2.98874, 0.51902, -0.15741)
C (0.35144, 0.79153, 1.70964)
N (2.90974, 1.21458, -0.33414)
N (2.71252, -0.16856, -0.06766)
O (4.12369, -1.90506, 0.45847)
O (0.47238, 0.55542, 0.32028)
H (-0.57349, -3.37437, 0.12063)
H (-2.67547, -2.14170, 0.10500)
H (6.00385, 0.09437, -0.42001)
H (1.71054, -2.54064, -0.07389)
H (4.72550, 2.36401, -0.69638)
H (-1.58481, 0.98420, -2.29052)
H (-0.60157, -0.43706, -2.45658)
H (-2.86382, 0.35009, 0.83675)
H (-4.03617, 0.14349, -0.45384)
H (-2.70180, 1.46461, -0.35426)
H (-0.34855, 1.55549, 1.86451)
H (1.37647, 1.32587, 2.20084)
H (0.18623, -0.06637, 2.40630)
H (2.30902, 1.80343, -0.89883)

Force components x, y, z for each atom (eV/Å):
-0.768 -0.310 -0.762
0.806 1.456 0.682
-2.793 1.314 -0.918
4.414 0.932 0.246
3.679 0.065 1.196
1.968 0.897 -3.191
1.161 -0.788 0.737
-2.661 0.128 3.663
-3.401 -1.508 0.890
-1.795 -4.441 -2.001
4.026 0.732 2.190
0.336 0.137 -0.113
-1.361 2.421 -0.738
-0.341 -0.495 -0.255
1.571 -1.338 -0.167
0.028 -0.100 0.756
-0.261 -1.240 -0.067
0.508 -0.174 0.200
-2.089 1.000 -0.504
-1.208 -1.018 -0.366
-0.394 1.200 -0.487
1.811 -1.815 -1.139
-0.093 -0.262 3.239
1.300 1.232 0.439
0.132 3.290 -1.010
-1.382 0.798 -0.054
-2.240 -1.453 -1.506
-0.162 0.217 -1.171
-0.791 -0.879 0.211

## Properties
* gap between HOMO and LUMO: 7.907 eV
* net charge: 0
* relative energy (zero: lowest compared OMol25 entry of this formula, charge and spin): 102.7 kcal/mol

[2]
Below is C5H11NSSi in the gas phase at a distorted geometry, with properties calculated with ωB97M-V/def2-TZVPD.

Atoms and positions in Å:
C (-2.84328, 0.49792, -0.02839)
C (0.41723, 1.71399, -0.76231)
C (-0.22806, -0.15828, 1.75137)
C (2.18553, -0.80605, -0.10236)
C (-0.60296, -1.35186, -1.05359)
N (-3.04581, 1.62766, 0.04914)
Si (0.36901, -0.02840, 0.00582)
S (-2.69684, -1.17104, -0.24780)
H (0.19332, 2.46812, 0.00116)
H (1.38455, 2.00031, -1.16595)
H (-0.38964, 1.93967, -1.58116)
H (0.38105, 0.50288, 2.42351)
H (-1.25647, 0.26688, 1.75018)
H (-0.29355, -1.22072, 2.01481)
H (2.29607, -1.74443, 0.38648)
H (2.38796, -0.82768, -1.11623)
H (2.85275, -0.19573, 0.48299)
H (-0.79189, -1.15222, -2.02659)
H (-0.31898, -2.36101, -0.78107)

Force components x, y, z for each atom (eV/Å):
0.033 -0.710 -0.612
-1.831 0.452 -0.926
-0.657 1.244 0.066
-2.240 1.423 2.034
-1.507 1.333 4.658
0.055 0.546 0.240
1.621 -1.102 -0.861
2.106 -0.541 -0.881
-0.019 -0.198 0.102
0.165 -0.286 -0.143
1.458 -0.711 1.415
-0.392 -0.996 -0.380
0.649 -0.338 0.353
0.234 0.373 0.344
-0.337 -1.158 0.007
1.023 -0.179 -1.979
0.467 0.726 -0.248
-0.500 0.299 -3.070
-0.329 -0.176 -0.120

## Properties
* gap between HOMO and LUMO: 9.204 eV
* net charge: 0
* relative energy (zero: lowest compared OMol25 entry of this formula, charge and spin): 50.1 kcal/mol

[3]
Below is C3H5N5 in the gas phase at a distorted geometry, with properties calculated with ωB97M-V/def2-TZVPD.

Atoms and positions in Å:
C (0.41176, -0.73251, -0.11998)
C (-1.50623, -0.02935, 0.69677)
C (1.16235, 2.25374, -0.31903)
H (2.47799, -0.93010, -0.42937)
H (1.28688, -1.81017, -1.46264)
H (-2.38338, 0.73574, 0.78088)
H (1.72310, 1.32324, -0.85869)
H (1.20562, 3.32169, -0.59523)
N (1.51400, -0.84861, -1.12310)
N (-0.33135, -1.78107, 0.06238)
N (-1.58893, -1.38277, 0.63670)
N (-0.23846, 0.46307, 0.35935)
N (-0.02919, 1.89343, 0.21017)

Force components x, y, z for each atom (eV/Å):
-0.169 0.440 -1.398
-0.904 -0.600 -0.080
-3.734 -3.884 -0.684
-3.203 0.039 -2.850
0.761 0.822 0.256
1.873 -1.785 0.455
-0.573 2.794 1.414
0.427 -0.745 0.478
1.695 -0.263 4.578
-1.002 1.080 1.036
1.615 3.393 -0.861
-0.264 -0.767 -1.289
3.477 -0.525 -1.054

## Properties
* gap between HOMO and LUMO: 9.533 eV
* net charge: 0
* relative energy (zero: lowest compared OMol25 entry of this formula, charge and spin): 102.4 kcal/mol

[4]
Below is C15H18BrClINO2PPbS6 as an isolated structure, with properties calculated with ωB97M-V/def2-TZVPD.

Atoms and positions in Å:
Pb (-0.43813, 0.36275, -0.54709)
S (-2.26646, 1.74509, 0.86730)
S (-4.08023, 1.24568, -0.01038)
S (-4.00488, -0.77792, -0.20744)
S (-2.58960, -1.05870, -1.69386)
C (1.71942, 4.16383, 4.02786)
C (2.97359, 3.47406, 3.53065)
O (2.85858, 2.05081, 3.54703)
P (2.01976, 1.26101, 2.39296)
S (2.63273, -0.60367, 2.45891)
S (2.00851, 2.25984, 0.69704)
O (0.49093, 1.38105, 2.91876)
C (-0.07800, 0.51180, 3.89545)
C (-0.97525, 1.33562, 4.79168)
H (1.87763, 5.24469, 4.06423)
H (1.45857, 3.81768, 5.03007)
H (0.88213, 3.95894, 3.36192)
H (3.82474, 3.69971, 4.17902)
H (3.21016, 3.79892, 2.51501)
H (0.70826, -0.00012, 4.45511)
H (-0.65492, -0.24930, 3.36183)
H (-0.39797, 2.11143, 5.29778)
H (-1.44442, 0.70170, 5.54851)
H (-1.76022, 1.81287, 4.20490)
Cl (-3.07131, -4.51872, 3.09283)
C (-1.61852, -3.94080, 2.31023)
C (-0.52193, -4.77110, 2.19148)
C (0.60674, -4.26466, 1.56942)
C (0.57993, -2.95767, 1.10456)
N (-0.48641, -2.17617, 1.21819)
C (-1.57581, -2.64919, 1.80956)
H (-0.55568, -5.78124, 2.57774)
H (1.49865, -4.86538, 1.45574)
H (1.44974, -2.50653, 0.64352)
H (-2.43474, -1.98983, 1.86560)
Br (-0.84398, 4.93360, -5.87444)
C (-2.03266, 4.92104, -4.36852)
C (-3.16517, 5.72793, -4.41879)
C (-4.02977, 5.72811, -3.33385)
C (-3.75879, 4.93686, -2.22101)
C (-2.62297, 4.13692, -2.18477)
C (-1.77385, 4.15279, -3.27313)
I (-0.05832, 1.85126, -3.18356)
H (-3.36392, 6.33940, -5.29082)
H (-4.92023, 6.34440, -3.36164)
H (-4.44330, 4.92843, -1.38040)
H (-2.41323, 3.50982, -1.32573)

Force components x, y, z for each atom (eV/Å):
-0.208 -0.217 0.129
0.027 -0.069 0.017
0.013 0.114 0.026
0.123 -0.091 -0.107
0.062 0.077 0.184
-0.043 0.021 0.005
0.031 -0.068 0.016
0.045 0.135 0.015
-0.112 -0.141 -0.182
0.122 -0.057 0.103
0.144 0.125 -0.027
-0.073 0.013 0.043
-0.004 -0.077 -0.083
-0.031 0.020 0.064
0.018 0.015 -0.004
0.006 -0.010 0.006
-0.004 -0.010 -0.013
-0.019 -0.010 0.001
-0.011 0.015 0.009
-0.003 0.052 0.015
0.017 0.010 0.046
0.001 -0.003 0.008
0.004 -0.026 -0.007
0.009 0.004 -0.047
0.086 0.032 -0.045
-0.155 -0.026 0.075
0.052 -0.029 -0.005
-0.031 0.028 0.002
0.033 -0.002 -0.006
-0.105 0.115 0.001
0.015 -0.049 -0.043
-0.002 0.000 0.006
0.005 -0.010 0.001
0.002 -0.009 -0.009
-0.016 0.005 -0.003
0.024 -0.004 -0.036
-0.071 0.047 0.062
0.004 0.034 -0.050
0.043 -0.033 0.018
-0.065 0.018 0.052
0.027 0.038 -0.068
0.046 -0.111 -0.012
0.003 0.160 -0.172
0.002 -0.006 -0.002
-0.013 0.007 0.000
0.002 0.006 0.004
0.000 -0.030 0.012

## Properties
* expectation value of S²: 0.76
* gap between HOMO and LUMO (alpha / beta): 5.775 / 5.890 eV
* net charge: -2
* relative energy (zero: lowest compared OMol25 entry of this formula, charge and spin): 0.0 kcal/mol
* 2S+1: 2

[5]
Below is C4H3NO in the gas phase at a distorted geometry, with properties calculated with ωB97M-V/def2-TZVPD.

Atoms and positions in Å:
C (-0.60067, 0.24085, 0.34787)
C (0.59112, 0.91071, -0.32901)
C (-1.20793, -0.87136, -0.06189)
C (1.80626, 1.04925, 0.13400)
N (-1.61635, -1.90292, -0.50323)
O (2.81672, 1.02430, 0.68238)
H (-0.88635, 0.83962, 1.21210)
H (0.34162, 1.43312, -1.26780)
H (-1.24443, -2.72355, -0.21442)

Force components x, y, z for each atom (eV/Å):
0.631 0.387 0.304
-1.480 0.157 -1.821
2.332 2.326 1.117
-1.351 -1.169 0.652
-2.506 1.941 -2.011
1.182 0.484 0.084
-0.683 -0.741 -0.080
0.494 -0.201 0.477
1.379 -3.183 1.277

## Properties
* gap between HOMO and LUMO: 9.269 eV
* net charge: 0
* relative energy (zero: lowest compared OMol25 entry of this formula, charge and spin): 35.5 kcal/mol

Which of these has the lowest net charge? C15H18BrClINO2PPbS6

Look up the net charge of the first one. 0

Look up the relative energy (zero: lowest compared OMol25 entry of this formula, charge and spin) of the fifth one. 35.5 kcal/mol

Which of these has the highest relative energy (zero: lowest compared OMol25 entry of this formula, charge and spin)? C11H14N2O2